Entry 1:
Formula: C5H10IN
Source: OMol25
Level of theory: ωB97M-V with the def2-TZVPD basis set

Output
F_max = 4.2 eV/Å
HOMO level = -7.9 eV
energy relative to the best compared isomer or geometry (same formula, charge and spin) = 1.146 eV
E_tot = -14935.4445 eV
frontier orbital gap = 8.53 eV

Atoms and positions in Å:
C (-1.10509, 1.95456, -1.13608)
C (1.22987, -3.35421, 0.78052)
C (-0.35375, 0.79061, 1.05327)
C (1.07275, -2.24519, 0.02618)
C (-1.24158, 0.97799, -0.16349)
N (-0.14929, 2.95556, -1.12751)
I (-2.63192, -0.53900, -0.50743)
H (-1.79022, 2.05305, -1.91939)
H (0.82484, 2.47529, -0.90823)
H (2.12986, -3.84144, 1.03087)
H (0.43691, -3.66497, 1.38873)
H (-0.93951, 0.90854, 1.99443)
H (0.10409, -0.25790, 1.09937)
H (0.38599, 1.51646, 0.95566)
H (1.84426, -1.74787, -0.58790)
H (0.19716, -1.61170, -0.01934)
H (-0.01438, 3.63024, -1.95963)

Results of the Mulliken charge analysis, in e, for atoms 1 through 4: number 1, C, carries -0.17; number 2, C, carries -0.49; number 3, C, carries -0.77; number 4, C, carries -0.07


Entry 2:
Formula: H22O11Xe
Source: OMol25
Level of theory: ωB97M-V with the def2-TZVPD basis set

Output
F_max = 0.9 eV/Å
HOMO level = -10.7 eV
energy relative to the best compared isomer or geometry (same formula, charge and spin) = 0.591 eV
E_tot = -31842.3558 eV
frontier orbital gap = 10.56 eV

Atoms and positions in Å:
Xe (0.34616, 0.32849, 0.44866)
O (2.59450, 1.17713, 3.07923)
H (2.02898, 0.56165, 3.54570)
H (2.42703, 2.02149, 3.49783)
O (-2.21912, -2.41406, -0.81779)
H (-2.50440, -3.24067, -1.20709)
H (-2.08387, -1.83102, -1.56480)
O (3.80771, -0.95374, -1.40731)
H (4.34709, -0.45935, -2.02446)
H (3.00407, -1.14514, -1.89078)
O (-1.78629, -0.75535, 3.44068)
H (-1.40093, -1.60473, 3.22554)
H (-2.27664, -0.50874, 2.65649)
O (-3.23136, -0.47646, 1.07911)
H (-3.90461, -0.96826, 1.54932)
H (-2.88568, -1.09652, 0.43703)
O (-1.08032, -1.47710, -3.33103)
H (-0.18406, -1.56828, -3.00753)
H (-1.05320, -0.70734, -3.89932)
O (-1.90775, 2.89245, 2.03990)
H (-1.28470, 2.31812, 1.59472)
H (-2.74049, 2.73356, 1.59546)
O (2.61773, 2.61881, -2.11764)
H (3.24700, 3.34005, -2.12391)
H (2.88347, 2.07493, -1.37615)
O (3.71769, 1.30366, 0.36225)
H (3.25513, 1.03477, 1.15595)
H (3.77775, 0.50544, -0.16260)
O (0.17171, -3.45065, 0.24220)
H (0.07634, -3.34278, 1.18852)
H (-0.67661, -3.18914, -0.11585)
O (-1.98913, 2.05098, -1.91820)
H (-2.66723, 1.37692, -1.96346)
H (-2.42599, 2.85088, -2.21070)

Results of the Mulliken charge analysis, in e, for atoms 1 through 4: number 1, Xe, carries 0.06; number 2, O, carries -0.63; number 3, H, carries 0.31; number 4, H, carries 0.29


Entry 3:
Formula: C26H43Br2NO5SSr
Source: OMol25
Level of theory: ωB97M-V with the def2-TZVPD basis set

Output
F_max = 2.7 eV/Å
HOMO level = -5.9 eV
energy relative to the best compared isomer or geometry (same formula, charge and spin) = 1.831 eV
E_tot = -191142.1011 eV
frontier orbital gap = 5.98 eV

Atoms and positions in Å:
Sr (-0.06483, 0.66967, 0.86431)
C (3.24865, -0.18683, 0.97331)
O (2.33355, -1.23631, 1.26600)
C (2.48419, -2.39739, 0.47257)
C (1.85406, -2.22925, -0.88838)
O (0.48487, -1.88785, -0.77569)
C (-0.39353, -2.97565, -0.55860)
C (-1.71182, -2.40174, -0.11593)
O (-1.61022, -1.74355, 1.13839)
C (-1.62233, -2.60954, 2.26585)
H (4.28112, -0.52559, 1.08312)
H (3.05682, 0.60488, 1.69840)
H (3.12013, 0.20927, -0.04063)
H (1.98668, -3.19703, 1.02381)
H (3.53916, -2.67081, 0.36084)
H (1.99086, -3.13474, -1.48822)
H (2.31989, -1.39843, -1.42091)
H (0.00902, -3.65993, 0.19516)
H (-0.53774, -3.54313, -1.48495)
H (-2.47356, -3.18610, -0.08576)
H (-2.02086, -1.63557, -0.83044)
H (-2.59618, -3.09597, 2.36031)
H (-1.43412, -1.99906, 3.14630)
H (-0.84612, -3.37747, 2.20089)
C (1.48587, -2.57403, 4.27891)
C (1.26302, -1.23813, 4.93993)
C (1.43887, -1.09773, 6.33938)
C (1.20050, 0.10429, 6.93155)
C (0.79528, 1.20943, 6.14676)
C (0.46626, 2.48945, 6.65450)
Br (0.57525, 2.84508, 8.51821)
C (0.05283, 3.48485, 5.82116)
C (-0.02192, 3.25903, 4.43554)
Br (-0.57751, 4.66988, 3.30647)
C (0.32395, 2.05244, 3.85316)
O (0.30581, 1.82425, 2.57431)
C (0.69932, 0.99434, 4.75498)
N (0.91205, -0.22889, 4.18171)
H (1.13094, -3.39178, 4.90911)
H (2.55210, -2.73432, 4.09393)
H (0.97461, -2.59631, 3.31741)
H (1.74520, -1.95363, 6.92951)
H (1.30352, 0.22372, 8.00156)
H (-0.22224, 4.45147, 6.21917)
C (1.40485, -2.61953, -5.68361)
C (2.31661, -1.42806, -5.37815)
C (1.55778, -0.14976, -5.01394)
S (0.53901, -0.36568, -3.51557)
O (0.70952, 0.87870, -2.68878)
C (-1.11252, -0.29159, -4.27175)
C (-1.67138, 1.12098, -4.29364)
C (-0.95489, 2.04990, -5.27025)
H (1.98960, -3.50963, -5.92213)
H (0.75939, -2.40527, -6.54118)
H (0.76285, -2.86201, -4.83208)
H (2.93260, -1.22320, -6.25608)
H (2.99700, -1.68107, -4.55954)
H (0.93641, 0.18337, -5.84494)
H (2.23139, 0.65713, -4.72707)
H (-1.73405, -0.95033, -3.66019)
H (-1.03243, -0.73219, -5.26932)
H (-1.62386, 1.53290, -3.28458)
H (-2.72793, 1.04623, -4.55675)
H (0.07094, 2.23777, -4.94968)
H (-1.46549, 3.01170, -5.32216)
H (-0.93613, 1.63055, -6.28177)
C (-4.19012, 2.75367, -0.35833)
C (-2.68825, 3.02863, -0.27002)
C (-2.33780, 4.22195, -1.15614)
C (-1.84405, 1.78556, -0.64262)
H (-4.78971, 3.63187, -0.08275)
H (-4.47261, 1.93260, 0.30757)
H (-4.45423, 2.46619, -1.38142)
H (-2.48902, 3.33826, 0.76617)
H (-2.59652, 4.00356, -2.19868)
H (-1.26466, 4.43563, -1.11081)
H (-2.87569, 5.13115, -0.85355)
H (-1.22747, 2.00329, -1.52865)
H (-2.52057, 0.95140, -0.93458)

Results of the Mulliken charge analysis, in e, for atoms 1 through 4: number 1, Sr, carries 1.89; number 2, C, carries -1.06; number 3, O, carries 0.12; number 4, C, carries -0.91


Entry 4:
Formula: C5H16N2O
Source: OMol25
Level of theory: ωB97M-V with the def2-TZVPD basis set

Output
F_max = 3.4 eV/Å
HOMO level = -7.7 eV
energy relative to the best compared isomer or geometry (same formula, charge and spin) = 8.475 eV
E_tot = -10464.0466 eV
frontier orbital gap = 4.27 eV

Atoms and positions in Å:
C (-0.57650, 1.57690, -0.01264)
N (-0.83934, 0.44932, 0.95586)
C (-0.60755, -1.50814, -0.69022)
C (-0.18945, -0.77302, 0.71860)
C (1.31294, -0.58087, 0.70211)
N (1.80214, -0.03108, -0.47329)
C (3.19246, 0.26718, -0.44554)
H (0.26002, 2.05688, 0.50038)
H (-0.23054, 1.21687, -0.97102)
H (-1.43638, 2.22416, -0.11461)
H (-1.92757, 0.27654, 0.88000)
H (-0.04211, -1.01858, -1.47423)
H (-1.64875, -1.21824, -0.83314)
H (-0.52254, -2.59388, -0.70433)
H (-0.61404, -1.50049, 1.41074)
H (-1.88661, 0.93135, -2.54194)
H (1.79301, -1.52025, 1.01414)
H (1.49395, 0.28284, 1.43749)
H (3.52955, 0.73197, -1.35638)
H (3.76701, -0.63904, -0.21291)
H (3.43030, 0.88970, 0.44594)
H (-2.50763, 0.63040, -2.80941)
H (-3.87846, -0.01061, 0.36927)
O (-3.09796, 0.36195, -0.03950)

Results of the Mulliken charge analysis, in e, for atoms 1 through 4: number 1, C, carries -0.93; number 2, N, carries -0.35; number 3, C, carries -1.24; number 4, C, carries 0.20


Entry 5:
Formula: C5H16N3
Source: OMol25
Level of theory: ωB97M-V with the def2-TZVPD basis set

Output
F_max = 0.5 eV/Å
HOMO level = -13.5 eV
energy relative to the best compared isomer or geometry (same formula, charge and spin) = 1.748 eV
E_tot = -9907.9685 eV
frontier orbital gap = 9.72 eV
charge = +1

Atoms and positions in Å:
C (-1.32150, 1.15224, -1.99331)
C (-2.04093, 0.54297, -0.80032)
C (-1.71896, -1.75490, -0.22353)
N (-1.27573, -0.57371, -0.22546)
H (-0.40399, 1.65014, -1.69240)
H (-1.09424, 0.39156, -2.73681)
H (-1.96463, 1.89966, -2.45033)
H (-2.17132, 1.27975, -0.01004)
H (-3.01791, 0.17044, -1.08862)
H (-1.09934, -2.52890, 0.21223)
H (-2.68976, -1.99904, -0.63447)
H (-0.20276, -0.45733, 0.26388)
C (0.88331, 0.06410, 2.27927)
N (1.03661, -0.68620, 1.01815)
C (2.26984, -0.30250, 0.26416)
N (2.16619, 0.88710, -0.52530)
H (-0.01411, -0.27431, 2.80256)
H (1.74151, -0.07586, 2.92936)
H (0.78358, 1.12376, 2.05834)
H (1.11684, -1.67406, 1.23921)
H (2.50847, -1.13381, -0.38662)
H (3.08797, -0.18277, 0.97762)
H (1.51654, 0.77736, -1.29376)
H (1.90432, 1.70431, 0.01621)

Results of the Mulliken charge analysis, in e, for atoms 1 through 4: number 1, C, carries -1.07; number 2, C, carries -0.40; number 3, C, carries -0.15; number 4, N, carries 0.16


Entry 6:
Formula: C7H10FN
Source: OMol25
Level of theory: ωB97M-V with the def2-TZVPD basis set

Output
F_max = 5.1 eV/Å
HOMO level = -9.0 eV
energy relative to the best compared isomer or geometry (same formula, charge and spin) = 1.203 eV
E_tot = -11626.8372 eV
frontier orbital gap = 9.81 eV

Atoms and positions in Å:
C (2.01686, -0.67563, -0.29878)
C (2.08374, 0.70209, -0.01188)
C (0.93763, -1.37156, -0.20781)
C (1.02868, 1.38879, 0.27163)
C (-0.30368, -0.70121, 0.25320)
C (-0.34044, 0.80320, -0.03288)
C (-1.66105, -1.36143, -0.16819)
N (-1.51098, 1.35053, 0.62133)
F (-0.50097, 0.98283, -1.43640)
H (2.98438, -1.04735, -0.79134)
H (3.17821, 1.02879, 0.24848)
H (0.79958, -2.37385, -0.43692)
H (1.14392, 2.48319, 0.48733)
H (-0.42116, -0.77250, 1.37139)
H (-1.81597, -0.95725, -1.23343)
H (-2.35495, -0.83292, 0.54699)
H (-1.53605, -2.44549, -0.15571)
H (-1.29403, 2.28799, 0.85337)
H (-2.43370, 1.51177, 0.11962)

Results of the Mulliken charge analysis, in e, for atoms 1 through 4: number 1, C, carries -0.23; number 2, C, carries -0.10; number 3, C, carries -0.75; number 4, C, carries -0.80